Run one
Here is a molecular structure, C2H3N3O from the OMol25 dataset. Energies are from wB97M-V/def2-TZVPD.

Calculated values
lowest unoccupied orbital energy: 0.0342 Ha
E_HOMO: -9.12 eV

The geometry in ORCA input format:
```
! RIJCOSX wB97M-V def2-TZVPD def2/J DEFGRID3
* xyz 0 1
O 2.06 0.24 0.18
C 0.82 0.41 -0.28
N 0.01 1.31 0.27
N -1.13 0.56 0.32
C -0.94 -0.64 -0.24
N 0.25 -0.72 -0.77
H 2.41 -0.55 -0.26
H -1.90 0.88 0.89
H -1.59 -1.49 -0.11
*
```

***

Run two
Here is a single C2H3N3O molecule from the OMol25 dataset. Energies are from wB97M-V/def2-TZVPD.

Calculated values
lowest unoccupied orbital energy: 0.0325 Ha
SMILES string: Oc1nc[nH]n1
E_HOMO: -9.53 eV

The geometry in ORCA input format:
```
! RIJCOSX wB97M-V def2-TZVPD def2/J DEFGRID3
* xyz 0 1
C -0.21 0.51 0.71
C 0.51 -0.93 -0.63
H 0.24 0.97 2.47
H 1.11 -1.71 -1.08
H -0.65 -0.15 -2.26
N 0.63 -0.53 0.66
N -0.34 -0.16 -1.29
N -0.86 0.77 -0.40
O -0.45 1.23 1.81
*
```

***

The calculated energies rank the structures as follows, beginning with the most stable: run two, run one.

***

Run one
Here is a single C2H3N3O molecule from the OMol25 dataset. Energies are from wB97M-V/def2-TZVPD.

Calculated values
lowest unoccupied orbital energy: 0.0309 Ha
E_HOMO: -9.44 eV

The geometry in ORCA input format:
```
! RIJCOSX wB97M-V def2-TZVPD def2/J DEFGRID3
* xyz 0 1
O 1.76 -1.21 -0.55
C 0.78 -0.57 -0.23
N -0.56 -0.99 -0.29
C -1.47 -0.04 0.03
N -0.70 1.06 0.25
N 0.68 0.71 0.28
H -0.83 -1.93 -0.52
H -1.02 1.56 1.07
H 1.36 1.40 -0.03
*
```

***

Run two
Here is a molecular structure, C2H3N3O from the OMol25 dataset. Energies are from wB97M-V/def2-TZVPD.

Calculated values
lowest unoccupied orbital energy: 0.0284 Ha
E_HOMO: -9.70 eV

The geometry in ORCA input format:
```
! RIJCOSX wB97M-V def2-TZVPD def2/J DEFGRID3
* xyz 0 1
N 1.75 -0.10 0.01
C 0.40 -0.13 -0.09
N -0.41 0.77 -0.57
C -1.59 0.29 -0.09
N -1.55 -0.82 0.59
O -0.19 -1.15 0.54
H 2.12 0.83 -0.15
H 1.97 -0.50 0.92
H -2.52 0.83 -0.24
*
```

***

The calculated energies rank the structures as follows, beginning with the most stable: run two, run one.

***

Run one
Here is 8 unconnected molecules or ions with the total composition C6H28O8 from the OMol25 dataset. Energies are from wB97M-V/def2-TZVPD.

Calculated values
lowest unoccupied orbital energy: 0.0068 Ha
SMILES string: CO.CO.CO.CO.CO.CO.O.O
E_HOMO: -9.85 eV

The geometry in ORCA input format:
```
! RIJCOSX wB97M-V def2-TZVPD def2/J DEFGRID3
* xyz 0 1
C 0.51 -2.64 2.30
O -0.22 -3.00 3.47
H 0.79 -1.59 2.35
H 1.44 -3.21 2.20
H -0.13 -2.84 1.45
H 0.29 -2.66 4.22
C -2.13 -2.77 -1.24
O -2.72 -2.25 -2.45
H -2.87 -3.26 -0.60
H -1.31 -3.41 -1.55
H -1.72 -1.91 -0.71
H -3.59 -1.92 -2.18
C -4.23 0.56 0.86
O -4.63 0.32 2.22
H -3.25 1.05 0.83
H -4.15 -0.41 0.36
H -4.98 1.20 0.40
H -4.04 -0.36 2.56
C 3.99 -1.64 1.83
O 3.13 -0.67 1.23
H 5.03 -1.48 1.56
H 3.97 -1.69 2.92
H 3.65 -2.60 1.43
H 3.62 0.15 1.15
C 0.11 0.31 -0.35
O 1.04 1.02 0.46
H 0.44 -0.71 -0.54
H -0.88 0.21 0.11
H -0.09 0.72 -1.35
H 1.53 0.31 0.90
C 0.94 2.69 -4.73
O 0.17 2.53 -3.54
H 1.87 2.12 -4.73
H 0.29 2.34 -5.52
H 1.16 3.75 -4.91
H 0.74 2.67 -2.77
O 0.07 3.19 2.07
H 0.10 3.94 1.46
H 0.26 2.41 1.51
O 1.83 3.23 -1.26
H 1.45 2.60 -0.62
H 2.51 3.70 -0.78
*
```

***

Run two
Here is 8 unconnected molecules or ions with the total composition C6H28O8 from the OMol25 dataset. Energies are from wB97M-V/def2-TZVPD.

Calculated values
lowest unoccupied orbital energy: 0.0175 Ha
SMILES string: CCO.CO.CO.CO.CO.O.O.O
E_HOMO: -9.72 eV

The geometry in ORCA input format:
```
! RIJCOSX wB97M-V def2-TZVPD def2/J DEFGRID3
* xyz 0 1
C -3.38 -1.46 -1.41
O -2.98 -1.98 -2.74
H -4.34 -0.94 -1.30
H -3.52 -2.29 -0.71
H -2.55 -0.89 -0.99
H -3.60 -1.59 -3.36
C 1.67 -2.53 0.52
O 0.29 -2.15 0.71
H 2.18 -2.01 1.33
H 1.94 -3.58 0.51
H 1.95 -2.06 -0.42
H -0.20 -2.56 -0.01
C 1.11 2.82 1.80
O 1.20 2.67 0.44
H 0.18 3.25 2.17
H 1.27 1.88 2.32
H 1.91 3.46 2.17
H 1.47 3.54 0.15
C 2.78 0.10 -2.89
O 3.85 0.49 -2.06
H 1.79 0.53 -2.79
H 3.06 0.25 -3.94
H 2.69 -0.98 -2.84
H 4.53 -0.18 -2.01
O -0.43 -0.29 -3.45
H -0.64 -1.22 -3.41
H -0.10 -0.08 -2.57
O 2.79 0.46 0.35
H 3.25 0.67 -0.46
H 2.29 1.25 0.55
O -0.25 0.40 -0.24
H 0.14 -0.26 0.34
H 0.38 1.12 -0.23
C -1.94 0.23 3.63
C -2.81 0.46 2.40
O -2.27 1.45 1.51
H -0.94 0.06 3.24
H -2.27 -0.63 4.22
H -1.93 1.13 4.24
H -3.80 0.84 2.63
H -2.99 -0.42 1.78
H -1.77 1.03 0.81
*
```

***

Run three
Here is a molecular structure, C6H28O8 from the OMol25 dataset. Energies are from wB97M-V/def2-TZVPD.

Calculated values
lowest unoccupied orbital energy: -0.0029 Ha
E_HOMO: -7.74 eV

The geometry in ORCA input format:
```
! RIJCOSX wB97M-V def2-TZVPD def2/J DEFGRID3
* xyz 0 1
C -0.26 0.36 2.45
C -0.20 1.83 1.87
C -0.91 1.88 0.51
O -0.87 2.69 2.78
H -1.30 0.02 2.50
H 0.12 0.21 3.45
H 0.20 -0.31 1.73
H 0.80 2.25 1.89
H -0.34 1.42 -0.29
H -0.98 2.93 0.25
H -1.87 1.37 0.45
H -1.74 2.32 2.95
C 1.47 1.47 -3.04
C 0.45 1.06 -1.95
C 0.21 -0.46 -2.03
O 0.85 1.53 -0.72
H 1.71 2.54 -3.03
H 1.01 1.31 -4.01
H 2.41 0.91 -3.09
H -0.53 1.51 -2.09
H -0.27 -0.73 -2.97
H -0.44 -0.94 -1.30
H 1.15 -1.02 -2.04
H 0.83 2.48 -0.80
O -1.79 -2.03 1.30
H -1.04 -2.02 1.90
H -1.54 -1.42 0.60
O 1.63 0.11 0.22
H 1.24 0.71 -0.42
H 1.04 -0.65 0.23
O -1.42 -0.82 -0.27
H -1.64 -1.03 -1.18
H -2.16 -0.30 0.04
O 0.47 -1.49 0.06
H -0.44 -1.25 -0.12
H 0.49 -1.69 0.99
O 0.24 -2.08 1.86
H 0.77 -1.65 2.53
H -0.08 -2.87 2.29
O 1.24 -2.69 -1.36
H 0.44 -3.14 -1.63
H 1.04 -2.31 -0.51
*
```

***

The calculated energies rank the structures as follows, beginning with the most stable: run two, run one, run three.